Record 1
The following is a quantum chemistry calculation of the molecule C2H6N4S, from OMol25.

Structure (XYZ):
```
13
Properties=species:S:1:pos:R:3:forces:R:3:lowdin_charge:R:1
C 1.62105 -0.08860 -0.14186 1.5695 -1.1102 -1.4976 -0.756
C -1.98291 0.22992 -0.02605 -0.8930 -3.4662 -2.7957 -0.311
H 0.34251 1.36895 0.06042 -0.4360 -0.0323 -0.0938 0.029
H 1.76488 2.08142 -0.17789 0.7031 -1.2855 -0.3702 0.115
H 2.47690 -1.72835 0.08673 1.3982 2.6567 -2.3258 0.062
H -0.94559 -0.09121 1.96728 -0.3942 0.8085 -3.4001 0.150
H -2.60574 1.20803 0.39072 1.2860 -2.7697 -2.0020 0.155
H -1.75425 -1.69932 -1.30750 -0.9116 4.6212 1.3974 0.105
N 1.24304 1.21601 -0.36078 0.1360 0.4595 0.4329 0.069
N 2.71875 -0.74449 -0.49413 -3.1779 -1.1782 3.4991 0.004
N -0.85717 0.00320 0.85494 -1.5107 -0.4563 2.5175 -0.479
N -2.22877 -0.60321 -1.15725 0.6313 1.7634 4.4450 -0.038
S 0.20729 -1.15233 0.30536 1.5994 -0.0109 0.1933 0.897
```
Positions in Å, forces in eV/Å.

For the energy above the lowest of the compared OMol25 structures with the same formula, charge and spin, the calculation gives 4.105 eV. The largest force on an atom comes out at 4.913 eV/A. For the frontier orbital gap, the calculation gives 9.4 eV. As for the net charge: 0. The calculation puts the total energy at -18962.940 eV. As for the SMILES: [H]/N=C\NS/C(N)=N\[H].

---

Record 2
The following is a quantum chemistry calculation of a cluster of 2 separate species, C2H6N5 in total, from OMol25.

Structure (XYZ):
```
13
Properties=species:S:1:pos:R:3:forces:R:3:lowdin_charge:R:1
C 1.97310 0.86112 0.22708 -2.0390 -1.9792 -1.1857 -0.098
C -1.98776 0.98771 0.13373 2.1687 -3.8551 3.0204 0.349
N 1.90069 -0.49192 0.22824 -0.0648 -0.3216 0.1877 0.168
N 0.81412 1.42204 -0.15639 2.7182 0.5618 1.2990 0.080
N 0.67991 -0.74723 -0.08890 0.1153 4.0673 0.3363 -0.229
N 0.05427 0.42934 -0.34414 -4.9618 -0.7315 -0.1810 0.004
N 0.15555 -1.92250 -0.30935 -1.0642 -0.5775 -0.1292 0.180
H 2.91872 1.20587 0.35490 2.1724 1.9383 0.5045 0.091
H -2.21073 1.98937 0.04726 0.5590 2.3654 -0.5412 0.043
H -2.32562 0.31743 -0.58262 -0.7594 -0.8467 -1.3012 0.022
H -1.98688 0.55299 1.20701 0.2549 0.9179 -1.9464 0.116
H 0.87462 -2.60040 -0.35520 -0.0043 -1.2646 -0.1449 0.127
H -0.85999 -2.00382 -0.36163 0.9051 -0.2745 0.0818 0.146
```
Positions in Å, forces in eV/Å.

For the energy above the lowest of the compared OMol25 structures with the same formula, charge and spin, the calculation gives 5.933 eV. The largest force on an atom comes out at 5.356 eV/A. For the frontier orbital gap, the calculation gives 7.8 eV. As for the net charge: +1. The calculation puts the total energy at -9609.083 eV.